*a*
2 unconnected molecules or ions with the total composition C4H14N. Source: the OMol25 dataset; level of theory: ωB97M-V/def2-TZVPD.

XYZ file:
```
19
Properties=species:S:1:pos:R:3:nbo_charge:R:1
C -1.123 1.549 1.243 -0.61
C -0.006 1.201 2.248 -0.62
H -1.844 2.079 1.867 0.24
H -0.648 2.107 0.424 0.18
H -1.627 0.716 0.784 0.19
H 0.943 0.831 1.850 0.18
H -0.444 0.605 3.049 0.22
H 0.354 2.128 2.709 0.22
C 0.772 -1.521 -1.372 -0.23
C -0.666 -1.546 -0.849 -0.67
N 1.228 -0.094 -1.620 -0.67
H 1.393 -1.799 -0.522 0.23
H 0.970 -2.186 -2.202 0.25
H -1.258 -0.621 -0.883 0.24
H -0.738 -2.000 0.131 0.26
H 0.800 0.224 -2.495 0.44
H 0.983 0.513 -0.851 0.46
H 2.194 -0.090 -1.948 0.45
H -1.283 -2.096 -1.561 0.25
```

Results
- multiplicity = 1
- charge = +1
- HOMO energy (eV) = -14.86

---

*b*
2 unconnected molecules or ions with the total composition C4H14N. Source: the OMol25 dataset; level of theory: ωB97M-V/def2-TZVPD.

XYZ file:
```
19
Properties=species:S:1:pos:R:3:nbo_charge:R:1
C 1.980 -1.243 0.186 -0.43
N 1.036 -1.785 -0.868 -0.69
H 2.768 -1.996 0.382 0.25
H 1.510 -1.111 1.169 0.25
H 2.223 -0.246 -0.144 0.25
H 1.436 -1.743 -1.838 0.45
H 0.703 -2.744 -0.693 0.45
H 0.185 -1.215 -1.003 0.46
C -0.649 1.842 1.215 -0.62
C -0.784 1.297 -0.238 -0.43
C -1.672 0.069 -0.371 -0.66
H -0.387 1.068 1.900 0.20
H -0.010 2.770 1.233 0.23
H -1.597 2.339 1.403 0.22
H -1.140 2.130 -0.834 0.23
H 0.236 1.334 -0.648 0.18
H -1.995 -0.153 -1.368 0.23
H -2.540 0.172 0.307 0.26
H -1.304 -0.785 0.211 0.18
```

Results
- multiplicity = 1
- charge = +1
- HOMO energy (eV) = -14.65

---

Stability summary: most stable *a*, least stable *b*.

---

*a*
A molecular structure, C5H10NO. Source: the OMol25 dataset; level of theory: ωB97M-V/def2-TZVPD.

XYZ file:
```
17
Properties=species:S:1:pos:R:3:nbo_charge:R:1
C -0.827 0.347 0.669 -0.26
C -1.171 0.357 -0.793 -0.54
C -0.506 -0.393 -1.757 -0.19
C -0.586 -0.260 -3.141 -0.78
N 0.083 -0.766 1.078 -0.46
C 0.413 -0.486 2.449 0.36
O 0.356 0.529 3.148 -0.62
H -1.750 0.252 1.259 0.17
H -0.325 1.301 0.923 0.17
H -1.891 1.094 -1.168 0.17
H 0.127 -1.186 -1.361 0.17
H 2.400 0.497 0.696 -0.01
H -1.196 0.550 -3.542 0.16
H -0.012 -0.916 -3.778 0.16
H 3.061 0.749 0.931 0.01
H 0.708 -1.428 2.961 0.12
H 1.117 -0.240 1.427 0.37
```

Results
- multiplicity = 1
- charge = -1
- HOMO energy (eV) = -0.75

---

*b*
A molecular structure, C5H10NO. Source: the OMol25 dataset; level of theory: ωB97M-V/def2-TZVPD.

XYZ file:
```
17
Properties=species:S:1:pos:R:3:nbo_charge:R:1
C -0.521 0.527 1.150 -0.31
C -0.697 1.391 -0.144 -0.53
C -1.009 0.727 -1.377 -0.20
C -0.760 1.147 -2.720 -0.74
N 0.767 -0.137 1.367 -0.47
C 0.648 -1.435 1.929 0.35
O -0.433 -2.161 2.276 -0.67
H -0.767 1.093 2.034 0.19
H -1.279 -0.136 0.847 0.21
H -0.327 2.388 -0.068 0.16
H -1.451 -0.268 -1.288 0.16
H 1.985 -1.638 -0.272 -0.02
H -0.263 2.085 -3.015 0.16
H -1.007 0.532 -3.592 0.16
H 2.701 -1.335 0.072 0.02
H 1.658 -1.690 2.105 0.14
H 0.757 -1.091 0.697 0.39
```

Results
- multiplicity = 1
- charge = -1
- HOMO energy (eV) = -1.29

---

Stability summary: most stable *a*, least stable *b*.

---

*a*
A molecular structure, C35H35MoN3O3Te. Source: the OMol25 dataset; level of theory: ωB97M-V/def2-TZVPD.

XYZ file:
```
78
Properties=species:S:1:pos:R:3:lowdin_spin:R:1
Mo -0.233 0.213 0.028 1.71
C 2.657 3.296 0.082 0.00
C 1.363 2.731 -0.371 0.04
O 1.009 1.574 0.157 0.05
C 0.555 3.293 -1.304 0.01
C -0.643 2.705 -1.796 0.05
C -1.428 3.434 -2.835 0.01
N -1.097 1.545 -1.349 0.00
N -2.312 1.130 -1.936 0.01
C -2.602 -0.054 -1.526 0.02
O -1.791 -0.662 -0.672 0.08
C -3.791 -0.779 -2.001 0.00
C -4.794 -0.108 -2.692 0.00
C -5.908 -0.802 -3.136 0.00
C -6.015 -2.169 -2.908 0.00
C -5.018 -2.839 -2.210 0.00
C -3.910 -2.142 -1.746 0.00
H 3.411 3.166 -0.696 0.00
H 2.998 2.787 0.979 0.00
H 2.564 4.363 0.284 0.00
H 0.856 4.245 -1.723 0.00
H -0.937 4.365 -3.108 0.00
H -2.431 3.640 -2.463 0.00
H -1.554 2.807 -3.716 0.00
H -4.687 0.956 -2.880 0.00
H -6.696 -0.277 -3.661 0.00
H -6.873 -2.715 -3.284 0.00
H -5.102 -3.903 -2.026 0.00
H -3.127 -2.647 -1.197 0.00
C -3.152 -0.931 9.234 0.00
C -2.441 -0.743 7.917 0.00
C -1.735 -1.783 7.323 0.00
C -1.095 -1.635 6.098 0.01
C -0.297 -2.788 5.532 0.01
C -1.194 -0.396 5.457 0.06
Te -0.428 -0.192 3.473 0.61
N 0.394 -1.273 0.829 -0.09
C 0.925 -2.365 1.448 0.01
O 0.615 -2.581 2.632 0.15
C 1.882 -3.251 0.739 0.00
C 2.483 -4.281 1.457 0.00
C 3.394 -5.116 0.833 0.00
C 3.701 -4.927 -0.510 0.00
C 3.101 -3.900 -1.230 0.00
C 2.195 -3.059 -0.605 0.00
C -2.337 -0.510 2.637 0.05
C -2.802 -1.826 2.684 0.01
C -4.055 -2.132 2.191 0.00
C -4.839 -1.122 1.640 0.01
C -4.357 0.173 1.577 0.00
C -3.094 0.513 2.066 0.03
C -2.645 1.951 1.929 0.03
C -1.834 0.696 6.049 0.02
C -1.882 2.083 5.450 0.02
C -2.457 0.491 7.277 0.00
H -2.997 -1.934 9.632 0.00
H -4.227 -0.773 9.114 0.00
H -2.798 -0.209 9.973 0.00
H -1.672 -2.742 7.831 0.00
H -0.264 -3.615 6.240 0.00
H 0.728 -2.487 5.312 0.00
H -0.720 -3.163 4.599 0.00
H 2.232 -4.407 2.502 0.00
H 3.866 -5.918 1.388 0.00
H 4.413 -5.583 -0.999 0.00
H 3.341 -3.762 -2.277 0.00
H 1.727 -2.257 -1.151 0.00
H -2.179 -2.611 3.100 0.00
H -4.417 -3.153 2.232 0.00
H -5.820 -1.350 1.238 0.00
H -4.965 0.952 1.127 0.00
H -2.700 2.264 0.886 0.00
H -1.633 2.114 2.289 0.02
H -3.302 2.613 2.491 0.00
H -1.068 2.262 4.749 0.02
H -1.808 2.832 6.236 0.00
H -2.826 2.246 4.929 0.00
H -2.965 1.331 7.748 0.00
```

Results
- multiplicity = 4
- charge = +1
- HOMO energy (spin up / spin down) (eV) = -10.73 / -10.83

---

*b*
A molecular structure, C35H35MoN3O3Te. Source: the OMol25 dataset; level of theory: ωB97M-V/def2-TZVPD.

XYZ file:
```
78
Properties=species:S:1:pos:R:3:lowdin_spin:R:1
Mo -0.335 1.373 2.127 1.76
C -4.391 2.555 1.554 0.00
C -2.946 2.887 1.727 0.03
O -2.147 1.837 1.799 0.03
C -2.435 4.145 1.811 0.01
C -1.053 4.439 1.969 0.04
C -0.667 5.885 2.033 0.01
N -0.121 3.501 2.041 0.00
N 1.171 4.017 2.148 0.01
C 1.998 3.046 2.327 0.01
O 1.577 1.802 2.377 0.04
C 3.449 3.272 2.462 0.00
C 4.289 2.205 2.769 0.00
C 5.652 2.420 2.901 0.00
C 6.175 3.692 2.723 0.00
C 5.337 4.756 2.417 0.00
C 3.976 4.550 2.286 0.00
H -4.732 1.951 2.396 0.00
H -4.521 1.966 0.647 0.00
H -4.997 3.455 1.491 0.00
H -3.111 4.982 1.750 0.00
H -1.550 6.515 2.055 0.00
H -0.057 6.139 1.167 0.00
H -0.046 6.072 2.907 0.00
H 3.873 1.218 2.908 0.00
H 6.306 1.594 3.143 0.00
H 7.239 3.857 2.823 0.00
H 5.748 5.746 2.280 0.00
H 3.314 5.370 2.048 0.00
C 0.453 -4.412 -6.445 0.00
C 0.454 -3.582 -5.198 0.01
C -0.292 -3.952 -4.086 0.00
C -0.304 -3.192 -2.926 0.01
C -1.161 -3.637 -1.779 0.01
C 0.454 -2.018 -2.884 0.09
Te 0.496 -0.777 -1.137 0.51
N 0.202 -0.395 1.236 0.17
C 0.102 -1.008 2.375 0.03
O -0.175 -0.198 3.387 0.05
C 0.223 -2.446 2.643 0.00
C -0.335 -2.968 3.809 0.00
C -0.260 -4.328 4.052 0.00
C 0.383 -5.161 3.150 0.00
C 0.962 -4.641 1.999 0.00
C 0.881 -3.284 1.743 0.01
C -1.507 -0.140 -1.402 0.03
C -1.626 0.731 -2.486 0.02
C -2.863 1.201 -2.887 0.00
C -3.995 0.782 -2.208 0.00
C -3.873 -0.082 -1.135 0.00
C -2.635 -0.556 -0.693 0.00
C -2.637 -1.468 0.496 0.00
C 1.237 -1.630 -3.979 0.03
C 2.104 -0.399 -4.039 0.01
C 1.208 -2.422 -5.122 0.00
H -0.148 -5.311 -6.322 0.00
H 1.466 -4.714 -6.710 0.00
H 0.050 -3.847 -7.285 0.00
H -0.882 -4.860 -4.123 0.00
H -1.457 -4.677 -1.904 0.00
H -2.071 -3.037 -1.722 0.00
H -0.644 -3.557 -0.818 0.01
H -0.824 -2.304 4.509 0.00
H -0.700 -4.738 4.951 0.00
H 0.445 -6.222 3.349 0.00
H 1.483 -5.291 1.310 0.00
H 1.357 -2.868 0.862 0.01
H -0.744 1.041 -3.033 0.01
H -2.940 1.873 -3.730 0.00
H -4.974 1.120 -2.519 0.00
H -4.763 -0.416 -0.617 0.00
H -3.534 -2.085 0.484 0.00
H -2.653 -0.893 1.427 0.00
H -1.774 -2.130 0.530 0.00
H 2.140 0.175 -3.115 0.01
H 1.746 0.269 -4.824 0.00
H 3.128 -0.674 -4.290 0.00
H 1.802 -2.119 -5.976 0.00
```

Results
- multiplicity = 4
- charge = +1
- HOMO energy (spin up / spin down) (eV) = -10.66 / -10.74

---

Stability summary: most stable *b*, least stable *a*.